No. 1
{
  "formula": "C20H30N2O6PPd",
  "method": "the ωB97M-V functional and the def2-TZVPD basis",
  "s_squared": 2.011,
  "homo_ha": [-0.1808, -0.1820],
  "e_above_lowest_kj_mol": 0.0,
  "spin_multiplicity": 3,
  "lumo_ev": [2.569, 1.765],
  "total_charge": -1,
  "symbols": ["Pd", "O", "C", "C", "C", "N", "C", "C", "C", "O", "O", "C", "O", "O", "H", "H", "H", "O", "C", "C", "C", "C", "C", "P", "N", "C", "C", "C", "C", "C", "C", "C", "C", "H", "H", "H", "H", "H", "H", "H", "H", "H", "H", "H", "H", "H", "H", "H", "H", "H", "H", "H", "H", "H", "H", "H", "H", "H", "H", "H"],
  "xyz": [[0.19634, -1.07696, -2.72182], [-0.27212, 5.04197, -3.19158], [-0.18984, 3.68033, -3.23547], [-1.32774, 2.88496, -3.30819], [-1.16242, 1.51161, -3.34334], [0.05075, 0.97515, -3.33637], [1.14670, 1.71764, -3.21645], [1.07219, 3.09855, -3.17799], [2.46438, 0.94302, -3.04092], [3.50535, 1.59541, -3.03133], [2.34208, -0.31533, -2.91142], [-2.34550, 0.52770, -3.30675], [-3.47301, 1.01034, -3.40739], [-2.03407, -0.69201, -3.16144], [-1.20137, 5.29146, -3.22275], [-2.33176, 3.29000, -3.31768], [1.97317, 3.68576, -3.08365], [0.45251, -4.11908, -2.76250], [0.35693, -2.98150, -2.74949], [-0.18145, 2.24399, 0.82296], [-0.68596, 0.99576, 1.56699], [-0.38224, 1.13423, 3.05974], [-2.20878, 0.96843, 1.36991], [0.02982, -0.54488, 0.73280], [-0.03699, -0.16828, -0.78857], [1.79078, -0.85574, 1.36450], [1.93135, -1.33209, 2.81144], [2.57066, 0.45648, 1.20106], [2.45841, -1.86586, 0.41424], [-1.03767, -2.03445, 1.22374], [-2.28827, -2.02376, 0.32894], [-1.45373, -2.09384, 2.69586], [-0.26697, -3.32307, 0.90871], [-0.78169, 3.09897, 1.14643], [-0.29801, 2.11985, -0.25212], [0.85910, 2.47343, 1.03350], [-0.92054, 2.00632, 3.44244], [0.67772, 1.29900, 3.25137], [-0.70647, 0.26805, 3.63838], [-2.61110, 1.93713, 1.67665], [-2.69970, 0.20876, 1.97646], [-2.46229, 0.80885, 0.32255], [1.47507, -0.64431, 3.52510], [2.99543, -1.39949, 3.05542], [1.50289, -2.32139, 2.97020], [2.27266, 1.21550, 1.92371], [2.45886, 0.85214, 0.19162], [3.63067, 0.24888, 1.36263], [2.18716, -2.89495, 0.63810], [3.54204, -1.78177, 0.51934], [2.22823, -1.64291, -0.63079], [-3.03923, -1.31714, 0.67496], [-2.74089, -3.01807, 0.34872], [-2.04519, -1.76847, -0.70464], [-2.12101, -1.27887, 2.97244], [-0.59763, -2.08273, 3.37309], [-1.99612, -3.02833, 2.86725], [0.13272, -3.31655, -0.10294], [-0.95723, -4.16605, 0.99188], [0.55297, -3.50180, 1.60246]],
  "atomic_forces_ev_per_a": [[-0.052, 0.381, -0.111], [0.035, -0.016, 0.001], [0.014, -0.025, -0.002], [0.040, -0.106, -0.025], [0.014, 0.047, -0.006], [-0.018, -0.003, 0.114], [-0.017, 0.061, 0.004], [-0.047, -0.075, -0.021], [-0.064, 0.000, -0.053], [0.041, 0.135, 0.021], [-0.079, -0.175, 0.061], [0.061, 0.053, -0.010], [-0.062, 0.114, 0.000], [0.116, -0.177, 0.024], [-0.012, -0.003, 0.002], [-0.028, 0.007, 0.002], [0.022, 0.009, 0.004], [-0.058, 0.674, 0.015], [0.086, -0.881, 0.072], [-0.038, -0.030, 0.023], [-0.009, -0.060, -0.018], [0.012, -0.011, 0.045], [-0.007, 0.065, 0.015], [0.022, 0.011, 0.059], [0.024, -0.074, 0.055], [-0.085, 0.024, -0.032], [-0.034, -0.020, 0.047], [-0.052, 0.012, -0.034], [0.037, 0.011, -0.070], [0.078, 0.044, 0.027], [0.003, -0.004, -0.053], [0.023, 0.013, 0.071], [-0.055, -0.019, -0.018], [-0.015, 0.032, 0.037], [0.000, 0.002, -0.041], [0.064, -0.029, -0.023], [-0.020, 0.031, 0.004], [-0.032, 0.013, -0.002], [0.020, 0.054, -0.011], [-0.002, 0.048, 0.009], [0.008, 0.116, -0.066], [-0.014, 0.023, -0.020], [0.046, -0.069, -0.032], [0.048, -0.005, 0.000], [0.017, 0.009, 0.003], [-0.008, -0.001, -0.018], [-0.009, 0.033, -0.031], [0.042, -0.006, 0.010], [0.050, 0.053, -0.063], [0.061, 0.008, 0.052], [-0.007, 0.029, 0.037], [0.024, -0.058, -0.055], [-0.020, -0.056, 0.011], [-0.018, -0.016, 0.020], [0.046, -0.085, 0.039], [-0.060, -0.009, -0.019], [-0.022, -0.041, -0.003], [-0.015, -0.026, -0.034], [-0.032, -0.028, -0.005], [-0.062, -0.003, -0.007]],
  "lowdin_spin": [1.06, 0.00, 0.00, 0.00, 0.01, 0.06, 0.01, 0.00, 0.01, 0.01, 0.10, 0.01, 0.01, 0.09, 0.00, 0.00, 0.00, 0.01, 0.06, 0.01, 0.04, 0.01, 0.00, 0.08, 0.42, 0.00, 0.00, 0.00, 0.00, 0.00, 0.00, 0.00, 0.00, 0.00, 0.00, 0.00, 0.00, 0.00, 0.00, 0.00, 0.00, 0.00, 0.00, 0.00, 0.00, 0.00, 0.00, 0.00, 0.00, 0.00, 0.00, 0.00, 0.00, 0.00, 0.00, 0.00, 0.00, 0.00, 0.00, 0.00]
}



No. 2
{
  "formula": "C20H30N2Ru",
  "method": "the ωB97M-V functional and the def2-TZVPD basis",
  "s_squared": 0.770,
  "homo_ha": [-0.4187, -0.4205],
  "e_above_lowest_kj_mol": 41.2,
  "spin_multiplicity": 2,
  "lumo_ev": [-3.164, -3.519],
  "total_charge": 1,
  "symbols": ["Ru", "C", "C", "C", "C", "C", "C", "H", "H", "H", "H", "H", "H", "C", "C", "C", "C", "N", "N", "H", "H", "H", "H", "H", "H", "H", "H", "H", "H", "H", "H", "C", "C", "C", "C", "C", "C", "C", "C", "C", "C", "H", "H", "H", "H", "H", "H", "H", "H", "H", "H", "H", "H"],
  "xyz": [[0.48984, -0.29223, 0.11638], [-0.76122, -1.13321, 1.90869], [-0.35332, 0.18343, 2.18552], [-1.01874, 1.27389, 1.58588], [-2.09065, 1.05168, 0.73363], [-2.50673, -0.25613, 0.47893], [-1.84418, -1.34198, 1.04024], [-0.33531, -1.95927, 2.45982], [0.38623, 0.35764, 2.95520], [-0.72374, 2.28073, 1.84800], [-2.62492, 1.88745, 0.30416], [-3.37415, -0.42859, -0.14708], [-2.19749, -2.35047, 0.87400], [-1.55087, -0.85624, -4.54762], [-1.44878, 0.49892, -3.84275], [-2.75592, 1.26730, -3.99196], [-0.29112, 1.31323, -4.41443], [-1.25500, 0.36155, -2.37839], [-0.10604, -0.40276, -2.00974], [-1.75260, -0.71559, -5.60970], [-2.36575, -1.45320, -4.13044], [-0.62230, -1.42795, -4.47687], [-2.96284, 1.45998, -5.04392], [-2.70019, 2.22105, -3.46637], [-3.59519, 0.69487, -3.58745], [-0.51625, 1.60660, -5.43942], [0.64068, 0.74145, -4.45045], [-0.13346, 2.21848, -3.82592], [-2.06361, -0.08564, -1.96522], [0.68621, 0.05084, -2.44921], [-0.14442, -1.35593, -2.36921], [2.93916, -1.77137, 0.10884], [3.21723, -0.39357, -0.50951], [3.33806, -0.54585, -2.03402], [2.02061, 0.49324, -0.22626], [4.45554, 0.28200, 0.09871], [4.56157, 0.38400, 1.48568], [5.62244, 1.05240, 2.07504], [6.59658, 1.64580, 1.28441], [6.50032, 1.55810, -0.09435], [5.43500, 0.88681, -0.68249], [1.88158, -2.04082, -0.08784], [3.08708, -1.77791, 1.18441], [3.56360, -2.55310, -0.32544], [2.50890, -1.15091, -2.40806], [4.26396, -1.06206, -2.28677], [3.32488, 0.41607, -2.55144], [2.18037, 1.55778, -0.43858], [3.79971, -0.05208, 2.12150], [5.68757, 1.11433, 3.15362], [7.41994, 2.17863, 1.74126], [7.25614, 2.01335, -0.72119], [5.39168, 0.83165, -1.76169]],
  "atomic_forces_ev_per_a": [[-2.040, -0.235, -0.490], [0.002, -0.043, 0.591], [-0.060, -0.080, 0.295], [0.153, 0.029, -0.064], [0.003, 0.076, 0.063], [0.017, -0.138, 0.023], [0.082, -0.024, -0.044], [0.040, -0.035, -0.054], [0.102, 0.048, -0.084], [0.025, 0.013, -0.066], [0.040, -0.007, -0.046], [-0.002, -0.009, 0.012], [0.006, 0.009, -0.082], [-0.015, 0.028, 0.016], [-0.038, -0.124, -0.038], [-0.005, 0.020, 0.037], [-0.012, 0.026, 0.031], [0.040, 0.209, -0.112], [0.178, -0.064, 0.326], [0.008, -0.004, 0.009], [0.006, -0.005, -0.008], [-0.007, -0.011, -0.024], [-0.009, -0.009, 0.005], [-0.001, 0.000, -0.020], [0.008, 0.010, -0.005], [0.018, -0.021, -0.002], [0.001, 0.016, 0.003], [-0.006, -0.003, -0.016], [0.017, -0.058, 0.019], [-0.002, -0.048, -0.127], [0.028, 0.005, -0.107], [-0.118, 0.025, -0.007], [0.450, 0.246, 0.214], [-0.123, 0.036, 0.073], [1.347, 0.350, -0.385], [-0.168, -0.023, -0.023], [0.002, 0.038, 0.008], [-0.019, 0.002, 0.013], [0.002, 0.007, -0.012], [-0.010, -0.003, -0.001], [0.050, -0.072, -0.010], [0.079, -0.261, -0.041], [-0.017, -0.005, 0.022], [-0.032, 0.022, -0.046], [0.033, -0.044, -0.029], [-0.004, -0.001, -0.037], [0.027, -0.008, 0.009], [-0.063, 0.127, 0.199], [0.004, -0.004, 0.006], [-0.010, 0.004, -0.008], [0.008, -0.031, -0.003], [-0.015, -0.001, 0.004], [0.001, 0.023, 0.013]],
  "lowdin_spin": [0.95, 0.01, 0.00, 0.00, 0.04, 0.04, 0.01, 0.00, 0.00, 0.00, 0.00, 0.00, 0.00, 0.00, 0.00, 0.00, 0.00, 0.01, 0.01, 0.00, 0.00, 0.00, 0.00, 0.00, 0.00, 0.00, 0.00, 0.00, 0.00, 0.00, 0.00, 0.03, -0.01, -0.01, -0.09, 0.00, 0.00, 0.00, 0.00, 0.00, 0.00, 0.01, 0.00, 0.00, 0.00, 0.00, 0.00, 0.00, 0.00, 0.00, 0.00, 0.00, 0.00]
}



Number 1: electronic energy -49262.5570 eV. Number 2: electronic energy -26780.3148 eV.